{"formula": "C9H21O12V", "method": "ωB97M-V with the def2-TZVPD basis set", "species": ["V", "O", "H", "O", "H", "O", "H", "C", "O", "C", "O", "O", "C", "H", "H", "H", "H", "H", "H", "C", "O", "C", "O", "O", "C", "H", "H", "H", "H", "H", "H", "C", "O", "C", "O", "O", "C", "H", "H", "H", "H", "H", "H"], "xyz": [[0.601, 0.461, 0.465], [0.149, 1.977, -0.821], [0.045, 2.432, -1.679], [0.481, -1.370, 1.200], [0.043, -2.196, 1.484], [2.029, 1.506, 1.287], [2.836, 1.894, 0.895], [-2.904, 3.068, 1.180], [-2.459, 2.786, 2.474], [-1.375, 1.956, 2.693], [-0.882, 1.199, 1.801], [-0.922, 2.149, 3.914], [0.246, 1.513, 4.367], [-3.572, 2.314, 0.763], [-2.035, 3.317, 0.572], [-3.413, 4.032, 1.165], [0.345, 1.525, 5.453], [1.224, 1.898, 4.078], [0.214, 0.437, 4.196], [4.141, 1.415, -1.454], [4.281, 0.015, -1.128], [3.172, -0.704, -1.133], [2.036, -0.188, -1.047], [3.475, -1.965, -1.244], [2.505, -2.937, -1.539], [5.119, 1.811, -1.728], [3.845, 1.999, -0.582], [3.411, 1.559, -2.250], [2.870, -3.932, -1.283], [2.200, -3.000, -2.584], [1.602, -2.895, -0.929], [-2.252, -2.255, -3.598], [-1.317, -1.556, -2.622], [-1.632, -1.248, -1.357], [-1.069, -0.372, -0.612], [-2.626, -2.072, -0.971], [-3.137, -1.857, 0.278], [-1.861, -2.149, -4.610], [-3.215, -1.752, -3.514], [-2.407, -3.316, -3.400], [-3.226, -0.793, 0.497], [-2.457, -2.365, 0.961], [-4.109, -2.343, 0.361]], "atomic_forces_ev_per_a": [[1.02, -2.80, 1.71], [-0.33, 0.61, -0.11], [0.36, -0.30, 0.21], [0.80, 1.16, -0.39], [0.24, 1.24, -0.26], [-1.18, -0.10, -0.84], [-0.77, -0.62, 0.27], [0.43, 0.78, -1.38], [1.91, -1.70, 2.13], [0.27, 0.23, -2.37], [-1.32, 2.00, 2.22], [-0.98, 0.57, -0.95], [1.56, -2.03, 1.22], [0.32, -0.13, 0.02], [0.03, -0.74, -0.45], [-0.38, -0.20, 0.73], [-0.97, 0.68, 0.12], [-0.51, 0.43, -1.02], [-0.03, 0.05, -0.67], [0.03, 0.36, 0.39], [-0.07, 0.19, -0.41], [-1.18, 1.21, 0.40], [1.09, -1.05, -0.26], [0.41, 0.26, -0.13], [-1.65, -1.73, 0.35], [-0.03, -0.52, -0.18], [-0.15, -0.21, -0.06], [0.14, -0.09, 0.05], [0.76, 0.32, -0.04], [0.34, 0.62, -0.11], [0.02, 0.83, 0.10], [-0.27, 0.58, 1.12], [0.33, 0.70, -0.01], [0.41, -0.01, 0.27], [-2.33, -2.57, -3.28], [1.49, 1.31, -2.29], [-0.69, -0.18, 2.58], [0.42, 0.36, 0.47], [0.11, -0.02, -0.08], [0.42, 0.16, 0.49], [0.06, -0.11, 0.17], [-0.18, 0.38, 0.53], [0.06, 0.09, -0.25]], "spin_multiplicity": 4, "total_charge": 1, "s_squared": 3.768, "e_tot_ev": -59922.9454, "homo_ev": [-12.010, -12.595]}

{"formula": "C3H4P2", "method": "ωB97M-V with the def2-TZVPD basis set", "species": ["C", "C", "P", "C", "P", "H", "H", "H", "H"], "xyz": [[-0.818, 0.234, -0.985], [0.220, -0.564, -0.366], [1.242, -1.039, 0.870], [1.210, 0.383, 1.873], [1.135, 1.400, 3.004], [-1.353, -0.575, -1.481], [-0.385, 0.819, -1.705], [-1.670, 0.930, -0.371], [0.417, -1.588, -0.839]], "atomic_forces_ev_per_a": [[-3.75, 0.18, 2.22], [2.11, -3.82, 1.32], [-0.30, 1.38, -0.49], [0.06, -0.39, 0.60], [0.00, 0.97, 0.70], [-0.77, 0.64, -0.39], [0.86, 1.75, -1.96], [2.86, -2.04, -1.18], [-1.07, 1.32, -0.82]], "total_charge": 0, "smiles": "C/C=P\\C#P", "e_tot_ev": -21749.3530, "relative_energy_kj_mol": 180.6, "homo_ev": -8.793}

{"formula": "C32H36N2O3", "method": "ωB97M-V with the def2-TZVPD basis set", "species": ["C", "C", "C", "C", "C", "C", "C", "C", "C", "O", "H", "H", "H", "H", "H", "H", "H", "H", "H", "C", "O", "C", "C", "C", "C", "C", "C", "C", "N", "C", "C", "C", "C", "C", "C", "C", "C", "C", "O", "N", "C", "C", "C", "C", "C", "C", "H", "H", "H", "H", "H", "H", "H", "H", "H", "H", "H", "H", "H", "H", "H", "H", "H", "H", "H", "H", "H", "H", "H", "H", "H", "H", "H"], "xyz": [[-4.215, -2.327, -1.861], [-2.753, -2.110, -2.190], [-1.806, -2.462, -1.161], [-0.437, -2.752, -1.443], [0.116, -2.792, -2.764], [1.462, -3.060, -2.975], [2.320, -3.281, -1.891], [1.809, -3.242, -0.586], [0.458, -3.016, -0.365], [-2.421, -1.638, -3.297], [-4.481, -1.786, -0.946], [-4.831, -1.957, -2.684], [-4.434, -3.392, -1.709], [-2.197, -2.734, -0.182], [-0.536, -2.581, -3.608], [1.853, -3.100, -3.993], [3.378, -3.489, -2.057], [2.472, -3.398, 0.267], [0.051, -3.005, 0.649], [-8.061, 0.108, 0.612], [-7.332, -0.530, 1.683], [-5.975, -0.468, 1.670], [-5.286, -1.235, 2.646], [-3.921, -1.370, 2.576], [-3.159, -0.722, 1.562], [-1.735, -0.894, 1.478], [-0.887, 0.007, 0.849], [0.493, 0.047, 1.025], [1.315, 0.796, 0.268], [2.761, 0.881, 0.524], [3.129, 1.554, 1.858], [4.628, 1.652, 2.047], [5.246, 2.901, 2.176], [6.640, 2.988, 2.212], [7.417, 1.824, 2.178], [6.793, 0.572, 2.112], [5.398, 0.485, 2.065], [3.256, 1.682, -0.684], [4.422, 1.949, -0.961], [2.159, 2.034, -1.417], [2.274, 2.858, -2.596], [0.872, 1.577, -0.901], [0.158, 0.756, -1.978], [0.025, 2.797, -0.489], [-3.859, 0.107, 0.647], [-5.235, 0.255, 0.703], [-9.104, -0.114, 0.833], [-7.894, 1.194, 0.613], [-7.781, -0.313, -0.364], [-5.883, -1.725, 3.413], [-3.401, -1.989, 3.307], [-1.291, -1.633, 2.151], [-1.339, 0.745, 0.192], [0.974, -0.553, 1.805], [3.210, -0.131, 0.486], [2.676, 2.560, 1.875], [2.680, 0.960, 2.673], [4.627, 3.801, 2.198], [7.118, 3.967, 2.258], [8.506, 1.891, 2.194], [7.387, -0.343, 2.088], [4.897, -0.486, 2.005], [3.329, 3.067, -2.784], [1.844, 2.339, -3.460], [1.733, 3.803, -2.462], [0.809, -0.064, -2.308], [-0.775, 0.325, -1.608], [-0.076, 1.401, -2.836], [0.647, 3.505, 0.077], [-0.362, 3.288, -1.391], [-0.818, 2.508, 0.141], [-3.311, 0.613, -0.149], [-5.747, 0.896, -0.019]], "atomic_forces_ev_per_a": [[-0.31, 0.05, -0.14], [0.84, 0.30, 0.24], [-0.49, -0.17, -0.34], [0.53, 0.12, 0.07], [0.09, 0.15, 0.13], [-0.27, -0.03, 0.43], [0.16, 0.06, 0.33], [0.22, -0.14, -0.35], [-0.23, 0.43, -0.24], [-0.57, -0.26, 0.40], [0.01, -0.19, -0.06], [0.06, -0.01, 0.07], [0.10, 0.22, 0.03], [0.02, -0.27, -0.29], [0.17, -0.10, 0.29], [-0.11, 0.01, 0.23], [-0.26, 0.09, 0.06], [-0.11, -0.06, -0.22], [0.18, -0.09, -0.22], [0.33, -0.18, 0.39], [0.33, 0.36, -0.21], [0.43, -0.09, -0.27], [-0.84, 0.40, -0.50], [0.71, 0.17, -0.47], [-1.15, 0.05, -0.29], [0.84, 0.98, 0.22], [-0.62, -0.22, 0.36], [0.52, -0.09, -0.84], [-0.36, -0.50, 0.87], [0.25, -0.34, -0.35], [-0.23, 0.15, 0.13], [0.06, 0.01, 0.19], [0.12, -0.34, -0.28], [-0.04, -0.26, 0.12], [-0.29, -0.01, -0.07], [-0.23, 0.12, 0.08], [0.28, 0.36, -0.11], [0.61, 0.13, -0.56], [-1.36, -0.28, 0.48], [0.76, -0.04, 0.45], [-0.31, 0.08, -0.29], [-0.09, 0.63, -0.46], [0.16, -0.32, 0.12], [0.20, 0.11, 0.11], [0.14, -0.19, 0.47], [-0.35, -0.24, 0.33], [0.11, 0.11, -0.13], [-0.07, -0.25, 0.03], [-0.03, 0.07, 0.28], [0.21, 0.03, -0.19], [-0.13, 0.12, -0.17], [-0.09, 0.04, -0.25], [0.14, -0.41, 0.29], [-0.13, 0.16, -0.34], [-0.25, 0.43, -0.06], [0.12, -0.33, 0.09], [0.07, 0.23, -0.20], [0.26, -0.24, -0.06], [-0.10, -0.28, 0.03], [-0.34, -0.02, 0.00], [-0.12, 0.30, 0.04], [0.28, 0.25, 0.00], [-0.19, -0.11, 0.15], [0.17, 0.11, 0.07], [0.15, -0.11, -0.03], [-0.23, 0.11, 0.05], [0.13, -0.05, -0.28], [0.06, -0.19, 0.28], [-0.18, -0.13, -0.15], [0.09, -0.06, 0.29], [0.11, 0.17, -0.15], [-0.20, -0.17, 0.18], [0.25, -0.34, 0.22]], "total_charge": 0, "e_tot_ev": -42888.5786, "relative_energy_kj_mol": 201.5, "homo_ev": -5.669}

What did the second record say?
{"formula": "C3H4P2", "method": "ωB97M-V with the def2-TZVPD basis set", "species": ["C", "C", "P", "C", "P", "H", "H", "H", "H"], "xyz": [[-0.818, 0.234, -0.985], [0.220, -0.564, -0.366], [1.242, -1.039, 0.870], [1.210, 0.383, 1.873], [1.135, 1.400, 3.004], [-1.353, -0.575, -1.481], [-0.385, 0.819, -1.705], [-1.670, 0.930, -0.371], [0.417, -1.588, -0.839]], "atomic_forces_ev_per_a": [[-3.75, 0.18, 2.22], [2.11, -3.82, 1.32], [-0.30, 1.38, -0.49], [0.06, -0.39, 0.60], [0.00, 0.97, 0.70], [-0.77, 0.64, -0.39], [0.86, 1.75, -1.96], [2.86, -2.04, -1.18], [-1.07, 1.32, -0.82]], "total_charge": 0, "smiles": "C/C=P\\C#P", "e_tot_ev": -21749.3530, "relative_energy_kj_mol": 180.6, "homo_ev": -8.793}